(1)
Molecular formula: C7H22ClI2IrOP2
Method: DFT, ωB97M-V/def2-TZVPD

```
! wB97M-V def2-TZVPD RIJCOSX def2/J DEFGRID3
* xyz 3 6
I -1.191 -4.372 0.047
I 0.088 -3.911 2.080
Ir -0.460 1.284 -0.216
P 1.533 1.211 -0.918
C 2.695 -0.077 -0.971
C 1.088 1.511 -2.705
H 1.975 1.962 -3.111
H 3.037 3.046 -0.913
H 0.229 2.159 -2.745
H 1.543 3.357 0.148
H 2.281 -0.888 -1.627
H 0.878 0.538 -3.140
C 2.326 2.632 -0.143
H 3.608 0.341 -1.430
H 2.867 2.244 0.742
H 2.887 -0.491 0.024
P -1.790 0.149 0.938
C -1.776 -1.510 1.561
C -2.137 1.133 2.414
H -3.182 0.975 -0.809
H -4.067 -0.093 0.312
H -3.005 -0.765 -0.948
C -3.190 0.048 -0.307
H -2.015 2.190 2.136
H -3.160 0.913 2.729
H -2.703 -1.740 2.167
H -0.884 -1.664 2.195
H -1.401 0.865 3.196
H -1.835 -2.133 0.673
Cl -1.678 3.215 -0.712
C 1.578 -3.433 -0.611
O 0.981 -2.168 -0.901
H 2.505 -3.393 -1.219
H 0.896 -4.054 -1.144
H 1.962 -3.784 0.475
H 0.959 -1.467 -0.119
*
```

The value obtained for the molecular weight is 665.68 g/mol. The energy above the lowest of the compared OMol25 structures with the same formula, charge and spin is 674.58 kJ/mol. As for the energy: -2196.31408 a.u. The HOMO-LUMO gap (alpha / beta) comes out at 5.35 / 2.49 eV. The calculation puts the HOMO energy (alpha / beta) at -17.410 / -18.373 eV.

=====

(2)
Molecular formula: C7H22ClO9P2Sr
Method: DFT, ωB97M-V/def2-TZVPD

```
! wB97M-V def2-TZVPD RIJCOSX def2/J DEFGRID3
* xyz 1 1
Sr -3.991 1.491 0.622
Cl -2.063 0.750 -1.513
C -1.764 4.296 -2.702
O -0.780 3.312 -3.065
H -2.770 3.879 -2.652
H -1.473 4.724 -1.743
H -1.689 5.183 -3.331
H -1.121 2.464 -2.771
C 1.268 5.275 0.898
O -0.087 4.800 0.816
P -0.611 3.503 1.681
O -1.909 2.882 1.305
O 0.574 2.402 1.651
C 0.811 1.732 0.389
O -0.533 3.982 3.236
C -0.625 3.007 4.278
H 1.809 4.860 1.749
H 1.300 6.359 0.998
H 1.793 4.961 -0.004
H 0.564 2.277 -0.522
H 0.288 0.782 0.274
H 1.889 1.576 0.430
H -0.833 2.004 3.905
H -1.467 3.386 4.859
H 0.258 2.935 4.912
C 1.251 -7.129 -2.173
O 0.522 -5.945 -2.387
P 0.106 -5.027 -1.131
O -0.850 -5.722 -0.185
O 1.535 -4.598 -0.427
C 1.811 -4.853 0.973
O -0.451 -3.712 -1.895
C -0.645 -2.459 -1.186
H 2.279 -6.979 -2.504
H 0.803 -7.976 -2.693
H 1.298 -7.574 -1.179
H 2.517 -5.678 1.063
H 0.916 -5.009 1.576
H 2.204 -3.965 1.470
H -0.119 -1.646 -1.686
H -0.318 -2.374 -0.150
H -1.698 -2.178 -1.186
*
```

The value obtained for the molecular weight is 435.26 g/mol. The energy above the lowest of the compared OMol25 structures with the same formula, charge and spin is 79.68 kJ/mol. As for the energy: -2130.65505 a.u. The HOMO-LUMO gap comes out at 6.54 eV. The calculation puts the HOMO energy at -11.996 eV.

=====

(3)
Molecular formula: C7H23AgN7O4
Method: DFT, ωB97M-V/def2-TZVPD

```
! wB97M-V def2-TZVPD RIJCOSX def2/J DEFGRID3
* xyz 1 1
Ag -0.370 0.052 -1.162
C -5.126 -0.748 0.582
C -3.635 -1.016 0.084
C -3.265 -2.404 0.206
O -1.859 -2.556 -0.109
C -1.523 -3.131 -1.393
N -3.404 -0.390 -1.242
H -5.721 -1.224 -0.198
H -5.463 0.284 0.486
H -5.285 -1.062 1.614
H -3.018 -0.426 0.762
H -3.823 -3.218 -0.255
H -3.393 -2.753 1.231
H -0.465 -2.956 -1.590
H -2.124 -2.717 -2.202
H -1.662 -4.211 -1.347
H -3.795 0.533 -1.116
H -3.957 -0.888 -1.924
C 0.236 3.581 2.487
O 0.068 2.993 1.469
N 1.218 4.434 2.699
N -0.652 3.423 3.472
H 1.209 4.834 3.627
H 1.776 4.789 1.936
H -0.450 3.847 4.366
H -1.586 3.136 3.214
C 3.219 0.882 -3.777
O 2.117 0.398 -3.714
N 4.100 0.765 -2.858
N 3.738 1.543 -4.721
H 4.937 1.261 -3.130
H 3.891 0.361 -1.956
H 3.059 1.562 -5.468
H 4.670 1.867 -4.935
C 2.883 -1.410 1.493
O 2.273 -1.221 0.450
N 2.868 -0.549 2.533
N 3.859 -2.252 1.566
H 2.495 0.366 2.324
H 3.395 -0.790 3.360
H 4.255 -2.557 0.688
H 4.309 -2.432 2.452
*
```

The value obtained for the molecular weight is 377.17 g/mol. The energy above the lowest of the compared OMol25 structures with the same formula, charge and spin is 0.00 kJ/mol. As for the energy: -1111.50089 a.u. The HOMO-LUMO gap comes out at 8.39 eV. The calculation puts the HOMO energy at -12.333 eV.

=====

(4)
Molecular formula: C7H23BrN7O4Pb
Method: DFT, ωB97M-V/def2-TZVPD

```
! wB97M-V def2-TZVPD RIJCOSX def2/J DEFGRID3
* xyz 1 1
Pb -4.835 -4.948 0.058
Br -1.550 -1.985 -0.118
C -0.732 -7.441 -2.811
O -1.839 -6.958 -2.794
N 0.311 -6.739 -2.429
N -0.514 -8.742 -2.825
H 0.182 -5.763 -2.204
H 1.292 -6.976 -2.457
H 0.429 -8.951 -3.119
H -1.191 -9.491 -2.805
C -1.907 -0.112 5.427
O -1.810 -0.132 6.661
N -2.960 -0.317 4.740
N -0.918 0.304 4.672
H -3.783 -0.256 5.323
H -3.044 0.165 3.857
H -0.020 0.158 5.111
H -1.056 0.166 3.681
C 4.033 -0.024 0.717
O 5.205 0.202 0.637
N 3.414 -0.919 -0.115
N 3.232 0.431 1.594
H 3.926 -0.885 -0.985
H 2.435 -1.110 0.040
H 3.589 1.134 2.226
H 2.245 0.382 1.384
C 1.279 3.290 -2.880
C 0.145 3.536 -1.862
C -0.284 5.017 -1.570
O -1.298 5.273 -0.580
C -1.235 4.886 0.783
N -1.083 2.918 -2.385
H 1.615 2.263 -2.740
H 2.091 3.998 -2.709
H 0.999 3.386 -3.929
H 0.569 3.021 -1.000
H -0.601 5.464 -2.512
H 0.630 5.574 -1.361
H -0.885 5.743 1.358
H -0.622 3.995 0.921
H -2.238 4.601 1.099
H -1.415 2.210 -1.747
H -1.797 3.631 -2.353
*
```

The value obtained for the molecular weight is 556.41 g/mol. The energy above the lowest of the compared OMol25 structures with the same formula, charge and spin is 1086.86 kJ/mol. As for the energy: -3731.21487 a.u. The HOMO-LUMO gap comes out at 2.45 eV. The calculation puts the HOMO energy at -10.804 eV.